{"formula": "C48H109N7O7", "method": "ωB97M-V with the def2-TZVPD basis set", "symbols": ["O", "C", "H", "C", "C", "C", "H", "H", "H", "H", "H", "H", "O", "H", "H", "H", "C", "H", "H", "H", "H", "H", "H", "C", "H", "H", "C", "H", "H", "H", "H", "O", "H", "H", "H", "H", "N", "H", "H", "C", "H", "C", "H", "H", "H", "H", "H", "C", "H", "H", "C", "H", "H", "C", "H", "H", "C", "C", "N", "H", "H", "C", "O", "H", "H", "H", "C", "H", "C", "N", "C", "H", "C", "C", "C", "H", "H", "C", "H", "H", "H", "H", "H", "H", "C", "H", "H", "C", "H", "H", "C", "C", "C", "H", "H", "C", "H", "H", "H", "H", "H", "H", "C", "C", "H", "H", "H", "H", "N", "C", "H", "H", "C", "H", "C", "H", "C", "H", "H", "H", "N", "C", "C", "H", "C", "H", "O", "H", "C", "C", "H", "H", "C", "C", "H", "C", "N", "H", "C", "H", "H", "H", "C", "H", "H", "H", "H", "H", "H", "H", "O", "H", "H", "H", "H", "H", "C", "C", "N", "H", "H", "H", "C", "C", "H", "H", "H", "H", "H", "O", "H"], "xyz": [[-2.329602, 4.026894, 4.472125], [0.600988, 3.579364, 3.487985], [5.418828, 3.678594, -3.194785], [1.654328, 4.991104, -1.392505], [0.931808, 0.191824, 1.423365], [0.859698, -4.974266, 4.154155], [0.800378, -4.081256, 4.776335], [2.242598, -1.584246, 1.784085], [0.271628, 6.753114, 2.649275], [-8.656092, 1.634774, 1.819355], [-2.235632, 3.100964, -2.232195], [-8.912292, -0.768486, 0.908085], [-0.317302, -0.239846, 1.868755], [7.265358, 2.218364, 0.581295], [-4.490302, -2.006846, 4.704105], [10.241728, 2.191034, -2.594935], [-6.479972, 0.640284, 0.903095], [-0.219802, -4.927476, -3.489915], [-1.853602, -5.457856, -0.190005], [8.896268, 4.211994, -2.174225], [1.482578, 3.546854, 2.847795], [-3.848402, -0.545646, 4.300165], [3.945968, -0.107466, 0.999625], [-2.845832, 3.525474, 3.176725], [-4.152182, -3.777306, -5.236855], [0.409098, 1.628714, -3.792095], [-2.937492, -3.241216, -2.651245], [3.056708, -0.003386, -0.611305], [1.068048, 6.272474, 3.905335], [-4.089402, 0.384694, 2.088215], [-8.824752, 0.835644, 3.345675], [1.037018, 3.007404, -0.286605], [-0.608902, -0.854216, 3.841315], [4.811418, 2.126504, -1.025235], [-7.324642, 1.784194, 3.039755], [-3.260642, -2.128166, 3.526305], [1.129738, 3.651354, -1.532605], [3.598568, 5.820584, -0.612885], [-3.667202, -1.430896, -2.031875], [3.193168, -0.529236, 0.333665], [7.188838, 1.653334, -4.674855], [3.216348, 4.874814, -0.996955], [-5.949892, -2.817976, 1.325865], [-1.845062, -8.443136, 4.050795], [1.814338, 2.454854, -0.396375], [-0.820672, 4.889014, 2.212085], [0.633118, 3.704804, -4.651085], [0.151198, 1.742834, -2.739205], [-1.632562, 4.720224, -1.755495], [-3.405942, -1.023226, 1.325045], [-7.202042, -0.078306, 2.065985], [6.944858, 3.591474, -3.842315], [-1.190772, -1.922436, 2.649735], [-8.144412, -1.184166, 1.560515], [1.396958, -5.725676, 5.886435], [-1.723612, -7.002646, -2.281825], [-1.289472, 5.017074, 4.312475], [-3.050582, -6.528896, -4.474105], [-3.079902, -4.237856, -3.671435], [-6.049612, 1.612584, 1.142915], [-8.553672, -1.756066, 2.393295], [-0.335992, -1.285906, 2.878365], [-6.921072, -1.029766, 4.240165], [2.367958, -4.200816, 2.550435], [-4.796912, -2.923646, -1.963855], [-3.674772, -4.337776, -0.953735], [6.424388, 3.368084, -2.911025], [6.668318, 5.267184, -1.812305], [-4.026092, -2.355316, -2.484355], [7.610668, 1.414004, -2.105565], [-0.036262, 3.272764, -2.415225], [3.768218, -1.369456, -0.055495], [6.406498, 1.888744, -2.709005], [-2.302202, -5.473806, -3.674405], [1.905248, -0.926016, 0.983455], [-5.833102, -3.248116, 3.120275], [-0.556972, 6.055584, -3.024985], [0.024398, 4.078264, -3.827625], [-3.300172, -6.361676, -1.931595], [-2.229732, -7.273206, 2.768585], [0.111118, 2.618114, 3.332675], [0.558148, -1.882846, 3.058035], [-0.772302, 5.091734, 5.269065], [10.736948, 2.677414, -0.970115], [-1.469852, -7.954306, 3.151695], [-1.460042, -1.687466, -2.090685], [10.434628, 1.018194, -1.363055], [-2.294102, -6.074916, -2.237685], [4.281408, 1.106164, -2.295025], [-4.005212, -6.870246, -4.073775], [1.604808, 5.749394, -2.733625], [6.878278, 4.202484, -1.710225], [-0.796462, -5.487196, -4.226315], [6.330218, 3.921694, -0.810845], [0.205248, 6.165964, -4.443345], [-1.636522, -2.410226, -2.887295], [-4.442812, -3.451266, 2.053815], [1.621098, -1.470256, -0.857475], [8.910158, 1.895194, 0.940915], [7.876888, -0.188956, -2.999155], [-0.736472, 1.118154, -2.639635], [5.583578, 1.869284, -4.628425], [-0.427902, -5.848556, 4.003655], [-4.096012, -1.495366, 3.826025], [2.481878, 5.558754, -3.352095], [6.089708, 0.198464, -4.175165], [-3.453902, -6.153596, -5.414625], [-1.095242, -5.262426, 3.371825], [-6.251012, -0.614366, 3.080555], [-5.340932, -2.858966, 2.228965], [-0.781002, -4.668986, -1.422125], [-2.227302, 2.719434, 2.781985], [-2.731552, -3.868786, -1.233885], [-2.417012, -3.086946, -0.542575], [1.520018, -4.876336, 2.663395], [-1.072572, -8.513726, 2.304755], [-5.198372, -0.159276, 0.438585], [-5.637342, -1.021016, -0.064205], [7.934588, 0.610264, 0.207215], [3.849888, 4.789914, -1.879865], [0.667398, 5.914734, 3.050005], [-1.430262, 3.649234, -1.743455], [8.513878, 2.151664, -1.190955], [-7.773392, -1.951156, 0.880675], [10.064138, 2.029324, -1.531725], [-1.781012, -1.742926, -3.736955], [-3.220662, -3.663176, -5.034745], [0.944428, 1.220734, -2.204145], [6.333938, 1.259574, -4.125135], [8.273618, 3.746024, -1.410495], [-4.648792, 0.445544, -0.282705], [1.487628, 6.836474, -0.186205], [0.293888, 5.589914, -3.522255], [-5.122752, -1.389276, 2.676275], [8.502488, 4.391284, -0.562345], [-8.085562, 1.137064, 2.603495], [1.288818, -1.763656, 0.050055], [1.910558, -5.835776, 2.324205], [5.183318, 1.426584, -1.773505], [-0.999702, 3.987874, -4.189755], [-1.369962, 3.192474, -0.755605], [5.475338, 0.533804, -1.220555], [-0.230462, 4.780454, 3.122015], [-4.267512, -2.055696, -3.504185], [1.571588, -6.646166, 4.570705], [-2.478322, -7.442086, -4.637485], [-0.098972, 5.944624, -0.356855], [0.954648, 5.317464, 0.634215], [0.830048, 0.810854, 0.531995], [0.285388, -1.842466, 0.133865], [7.737918, 0.059974, -2.082455], [-0.426062, -6.502726, -4.366365], [-6.663752, -0.298496, 4.806415], [-0.703712, -2.961146, -3.007525], [3.434188, 3.985764, -0.405145], [0.897308, 3.590254, 4.536875], [-4.349972, -0.562576, 1.616095], [-1.785812, -5.018866, -1.185395], [1.776918, -5.733166, 4.950665], [-1.549422, 6.075114, 4.279725], [-0.752762, -6.214656, 4.977595], [1.475748, 0.780524, 2.162065], [8.135798, 1.681534, 0.204145], [0.987408, 5.874954, -0.301855], [-0.644392, -4.887506, -5.123725], [-2.838212, 4.344514, 2.457535], [-3.866972, 3.183524, 3.345365], [1.697418, 6.805344, -2.479655], [0.752328, -4.576596, 1.950015], [-0.274882, -7.099006, 3.287095], [-7.209272, 0.791264, 0.107215]], "forces_ev_per_angstrom": [[0.3, 0.4, -1.7], [0.1, -1.1, -1.1], [-0.4, -0.3, 0.2], [1.2, 1.1, 0.3], [2.1, -0.1, 0.0], [1.1, -1.6, -2.3], [-1.1, 0.7, -1.1], [-0.3, 0.3, 0.8], [-0.4, -0.2, -0.4], [0.4, -0.1, -0.2], [0.0, 0.2, -0.3], [-0.5, 0.3, 0.5], [0.1, -1.1, 0.2], [-0.3, -0.1, -0.2], [-0.5, -0.5, -0.1], [-0.2, 0.3, 0.0], [2.2, -1.2, 0.0], [0.4, -0.5, 0.1], [0.5, 0.0, 0.1], [0.5, -0.9, -0.3], [0.2, 0.1, 0.1], [0.6, 0.3, -0.7], [-0.3, 0.8, 0.0], [0.5, 0.9, 1.3], [-0.2, -0.2, 0.1], [0.1, 0.2, -0.1], [5.6, -1.0, 1.4], [-0.2, 0.9, 0.2], [0.0, -0.7, 0.5], [0.3, 0.1, 0.3], [0.2, -0.1, 0.2], [0.2, -0.1, -0.1], [0.2, 0.4, 0.1], [0.6, 0.5, -0.2], [-0.4, 0.5, 0.1], [0.3, 0.6, -0.1], [-0.4, 0.1, -2.0], [-0.3, -0.2, 0.8], [-0.5, -0.2, 0.6], [1.4, 0.4, -0.2], [0.6, -1.0, 0.0], [-0.9, 0.3, -1.1], [-0.2, -0.7, 0.2], [0.5, -0.2, 0.0], [-0.1, -0.5, 0.8], [0.4, -1.1, -0.3], [0.6, -0.3, 0.6], [-0.5, 0.2, -0.4], [0.1, -0.2, 0.2], [-0.1, -0.3, 0.0], [-0.9, 0.7, -0.5], [0.7, 0.2, 0.2], [0.2, -0.2, -0.3], [-0.2, -0.2, -0.6], [0.2, -0.3, 0.4], [0.3, 0.1, 0.2], [0.8, -0.4, -0.4], [-1.3, -0.2, -1.1], [-1.3, -0.9, -1.2], [-0.6, 0.3, 0.6], [-0.3, 0.3, 0.1], [-0.9, 0.7, 0.3], [0.1, -0.3, 0.0], [-0.1, 0.3, 0.5], [-0.6, 0.8, -0.1], [-0.4, 0.5, 0.4], [-1.1, 1.8, -0.1], [0.7, 0.0, -0.3], [-2.1, 1.8, -1.3], [1.2, -0.3, 0.7], [0.3, 0.6, -0.9], [-0.5, -0.8, 0.3], [-1.9, -0.6, -0.2], [0.4, -1.6, -0.2], [0.1, -0.4, 1.1], [-0.5, -0.7, -0.5], [0.0, -0.4, 0.8], [-0.9, 0.9, 2.1], [-0.2, 0.1, -0.2], [-0.5, -0.2, 0.0], [-0.4, 0.0, 0.0], [0.2, 0.2, -0.6], [0.4, -0.9, 0.2], [-0.7, 0.3, 0.2], [1.6, 2.5, -1.0], [-0.1, -0.1, 0.5], [-0.2, -0.2, 0.2], [0.7, 1.5, 0.5], [0.3, 0.3, -0.8], [0.1, 0.1, 1.0], [-0.7, 0.7, -0.3], [-0.9, -2.0, -0.1], [-1.0, 1.6, 0.9], [-0.7, -0.1, -0.1], [0.9, 0.0, -0.3], [-0.1, 0.9, -0.3], [0.2, 0.4, 0.0], [-0.9, -0.4, -0.4], [0.3, -0.1, -0.3], [-0.2, -0.5, -0.7], [-0.3, 0.3, 0.3], [-0.6, -0.6, 0.1], [-0.6, 0.0, -0.7], [-0.9, -0.3, 1.2], [-0.1, -0.5, -0.2], [0.2, 0.2, -0.2], [0.8, 0.1, -0.5], [-0.9, 0.2, 0.6], [-0.6, 2.1, -1.3], [-0.9, 1.1, 0.3], [0.3, -0.3, 0.3], [0.0, -0.1, 0.1], [-0.5, -0.9, -0.9], [-0.4, 0.1, 0.0], [-0.9, 0.6, 1.2], [-0.8, -1.0, 0.5], [-2.0, -0.1, -0.5], [0.5, -0.3, -0.4], [0.1, 0.1, 0.2], [-0.3, -0.4, -0.5], [0.7, 1.2, -0.3], [1.4, -1.5, -0.4], [1.2, 3.1, -0.4], [0.9, 0.1, 0.1], [-0.8, -1.7, -0.5], [0.1, -0.3, -0.5], [0.9, -0.3, 1.7], [0.0, 0.4, 0.4], [-0.5, 1.3, 0.1], [0.3, 1.0, 0.3], [0.1, -0.1, -0.1], [-0.2, -0.1, 0.0], [-0.2, -1.0, -0.4], [3.0, -0.6, -0.1], [0.8, -1.0, 0.8], [0.8, -1.5, 0.8], [-0.6, -1.5, -1.7], [-0.3, -0.3, 0.4], [0.4, -0.8, 0.2], [-0.1, 0.0, -0.2], [-0.2, 0.5, 0.4], [0.1, 0.0, 0.0], [-1.2, 1.4, 2.8], [-0.9, 0.2, 0.0], [0.9, -0.9, 0.5], [0.2, 0.2, -0.1], [-0.2, 0.6, -1.1], [1.1, 0.1, 0.3], [-0.7, 0.1, 0.1], [0.0, 0.2, -0.3], [0.6, 1.0, 0.6], [-0.1, 0.2, 0.1], [-0.3, -0.2, 0.6], [-0.3, -0.2, -0.1], [-0.1, 0.4, 0.6], [0.0, 0.3, 0.0], [-0.8, 0.8, 0.1], [0.1, -1.3, -1.0], [0.7, -0.9, 0.2], [-1.4, 0.1, -0.8], [-0.6, 1.0, 0.3], [-0.2, 0.4, 0.5], [-0.1, 0.0, 0.7], [-0.6, -1.5, 0.6], [-0.5, -0.3, -0.3], [-0.3, 0.0, -0.1], [0.1, 0.0, 0.1], [0.1, 0.1, 0.1], [0.0, 0.1, -0.1], [0.9, 0.1, 0.6], [0.2, -0.1, -0.1]], "total_charge": 1, "e_tot_ev": -76287.1046, "multiplicity": 2, "orbital_gap_ev": [6.88, 3.07], "max_force_ev_per_a": 5.89, "s2": 0.75, "lumo_ev": [-2.57, -6.38]}